{
  "formula": "C8H22LiNO4",
  "method": "wB97M-V/def2-TZVPD",
  "symbols": ["Li", "C", "O", "H", "H", "H", "C", "O", "H", "H", "H", "H", "C", "O", "C", "C", "N", "C", "C", "O", "C", "H", "H", "H", "H", "H", "H", "H", "H", "H", "H", "H", "H", "H", "H", "H"],
  "positions_angstrom": [[-0.5951, 0.4672, 0.4377], [-2.6146, -0.8541, 0.0065], [-2.1935, 0.3114, -0.5611], [-2.0893, -0.9325, 0.8669], [-2.3867, -1.7203, -0.4515], [-3.6871, -0.7540, 0.0594], [-1.1410, 3.3268, 0.6329], [-0.0027, 2.5306, 0.3982], [-1.3948, 3.9896, -0.2358], [-1.0710, 4.0884, 1.6559], [-2.0458, 2.6977, 0.7774], [0.6764, 2.9218, -0.1502], [-0.3214, 1.2147, 3.5208], [-0.1799, 0.2282, 2.5704], [1.0945, -0.3313, 2.3934], [1.1407, -1.4245, 1.4295], [1.1121, -0.8129, 0.1171], [0.9382, -1.7942, -0.9609], [0.8271, -1.0310, -2.3630], [0.8797, -1.9488, -3.4599], [0.7092, -1.1912, -4.6096], [-0.2270, 0.7944, 4.5490], [-1.2639, 1.5770, 3.4105], [0.4086, 2.0507, 3.2604], [1.7158, -0.8154, 3.3040], [1.8099, 0.4554, 2.1004], [0.2430, -2.0803, 1.4107], [1.8910, -1.9872, 1.4385], [1.9889, -0.1939, -0.2135], [0.2513, -2.6774, -0.8756], [1.9188, -2.2802, -0.8708], [1.6962, -0.3903, -2.4342], [-0.0248, -0.5861, -2.3345], [0.4015, -1.7885, -5.3736], [1.5081, -0.6425, -5.0669], [0.0274, -0.4172, -4.3782]],
  "lowdin_charge": [0.606, -0.376, -0.456, -0.001, 0.014, 0.070, -0.179, -0.175, 0.086, 0.138, 0.072, 0.091, -0.097, -0.213, -0.245, -0.222, -0.148, -0.163, -0.165, -0.138, -0.129, 0.113, 0.056, 0.120, 0.175, 0.127, 0.158, 0.047, 0.188, 0.143, 0.110, 0.124, 0.043, 0.061, 0.084, 0.081],
  "de_lowest_kcal_mol": 0.0,
  "energy_ev": -18532.805,
  "homo_energy_ev": -6.5,
  "lumo_energy_ev": 0.02,
  "homo_lumo_gap_ev": 6.56
}

***

{
  "formula": "C3H5N3O",
  "method": "wB97M-V/def2-TZVPD",
  "symbols": ["O", "C", "C", "N", "N", "C", "N", "H", "H", "H", "H", "H"],
  "positions_angstrom": [[1.3455, -2.4324, -0.0036], [0.8554, -1.2594, 0.5774], [-0.0316, -0.1879, -0.1352], [-0.4699, 0.1304, -1.3503], [-1.1608, 1.3658, -1.0861], [-1.0555, 1.6215, 0.2166], [-0.3818, 0.7033, 0.8408], [2.1166, -2.2328, -0.5451], [1.6604, -0.6518, 1.0215], [0.2417, -1.5802, 1.4262], [-1.6597, 2.0391, -1.6842], [-1.4603, 2.4844, 0.7219]],
  "lowdin_charge": [-0.049, -0.209, -0.324, 0.111, 0.010, -0.219, 0.078, 0.090, 0.119, 0.118, 0.156, 0.120],
  "de_lowest_kcal_mol": 45.4,
  "energy_ev": -9708.614,
  "homo_energy_ev": -10.1,
  "lumo_energy_ev": 0.82,
  "smiles": "OCc1nc[nH]n1",
  "homo_lumo_gap_ev": 10.97
}

***

{
  "formula": "C2H2O2S2",
  "method": "wB97M-V/def2-TZVPD",
  "symbols": ["C", "C", "H", "H", "O", "O", "S", "S"],
  "positions_angstrom": [[-0.0175, 0.4507, -0.6631], [-0.5830, -0.9142, -0.0926], [1.1901, 1.7043, -0.1943], [0.3327, -0.2930, 1.8945], [1.1372, 0.7899, 0.0827], [-1.4347, -1.5122, -0.7378], [-0.4231, 1.2618, -1.9677], [-0.2017, -1.4872, 1.6783]],
  "lowdin_charge": [-0.805, -0.640, 0.063, -0.164, -0.079, -0.001, 0.837, 0.789],
  "de_lowest_kcal_mol": 24.1,
  "energy_ev": -27870.562,
  "homo_energy_ev": -9.9,
  "lumo_energy_ev": -1.34,
  "smiles": "O=C(S)C(O)=S",
  "homo_lumo_gap_ev": 8.60
}

***

{
  "formula": "C18H41BNO4S",
  "method": "wB97M-V/def2-TZVPD",
  "symbols": ["C", "C", "C", "C", "C", "C", "C", "B", "O", "C", "C", "C", "S", "C", "C", "O", "H", "H", "H", "H", "H", "H", "H", "H", "H", "H", "H", "H", "H", "H", "H", "H", "H", "H", "H", "H", "H", "H", "H", "H", "H", "H", "C", "O", "C", "C", "N", "C", "C", "O", "C", "H", "H", "H", "H", "H", "H", "H", "H", "H", "H", "H", "H", "H", "H", "H"],
  "positions_angstrom": [[2.7153, -3.7032, 2.2503], [4.2524, -3.7108, 2.2381], [4.8417, -3.1174, 0.9578], [5.0830, -1.6025, 0.9734], [5.9551, -1.0555, 2.1165], [5.4001, 0.2504, 2.7046], [4.1815, 0.0513, 3.6307], [2.9410, 1.1249, 3.4404], [2.9131, 1.6992, 2.0329], [1.6165, 1.4641, 1.5573], [1.2545, 0.1644, 2.2355], [-0.1253, -0.4196, 2.0400], [-1.4605, 0.7784, 2.3267], [-2.8812, -0.2324, 1.8345], [-3.9895, -0.2180, 2.8744], [1.6032, 0.3984, 3.5622], [2.3207, -4.6872, 1.9915], [2.3115, -2.9868, 1.5398], [2.3344, -3.4591, 3.2403], [4.6123, -3.1861, 3.1189], [4.5978, -4.7419, 2.3400], [5.7673, -3.6236, 0.6734], [4.1307, -3.3294, 0.1526], [4.1363, -1.0614, 0.9558], [5.5847, -1.3495, 0.0358], [6.9674, -0.8821, 1.7373], [6.0554, -1.7810, 2.9252], [5.1455, 0.9253, 1.8854], [6.2079, 0.7302, 3.2658], [3.7689, -0.9501, 3.4529], [4.5468, 0.0578, 4.6609], [3.0205, 2.0620, 4.2497], [0.9487, 2.2503, 1.9425], [1.5510, 1.4475, 0.4644], [1.9532, -0.5841, 1.8116], [-0.2544, -1.2483, 2.7367], [-0.2055, -0.8015, 1.0213], [-3.2226, 0.0896, 0.8553], [-2.5209, -1.2555, 1.7201], [-3.6123, -0.6190, 3.8135], [-4.8108, -0.8613, 2.5518], [-4.3634, 0.7873, 3.0553], [-6.3343, 2.8809, -4.5495], [-5.6098, 1.8120, -5.1205], [-4.4640, 2.2115, -5.8628], [-3.1962, 1.7178, -5.2046], [-2.9667, 2.4010, -3.9418], [-1.8501, 1.8779, -3.1586], [-1.9628, 0.4560, -2.6268], [-2.9708, 0.2912, -1.6486], [-4.2607, -0.0114, -2.1349], [-7.2165, 2.4548, -4.0750], [-5.7508, 3.4174, -3.7936], [-6.6572, 3.5955, -5.3139], [-4.4375, 3.3003, -5.9665], [-4.5438, 1.7746, -6.8629], [-2.3521, 1.9189, -5.8713], [-3.2811, 0.6267, -5.0943], [-3.8097, 2.3478, -3.3841], [-1.7076, 2.5392, -2.3017], [-0.9422, 1.9469, -3.7663], [-1.0201, 0.2211, -2.1266], [-2.0925, -0.2829, -3.4281], [-4.2180, -0.5875, -3.0640], [-4.8635, 0.8872, -2.3021], [-4.7641, -0.6102, -1.3745]],
  "lowdin_charge": [-0.107, -0.261, -0.226, -0.202, -0.224, -0.234, -0.120, -0.647, -0.097, -0.224, -0.479, -0.419, 0.874, -0.570, -0.186, -0.053, 0.060, 0.057, 0.069, 0.081, 0.093, 0.097, 0.100, 0.100, 0.101, 0.094, 0.091, 0.095, 0.095, 0.075, 0.077, 0.087, 0.106, 0.118, 0.125, 0.084, 0.080, 0.036, 0.067, 0.063, 0.060, 0.060, -0.121, -0.198, -0.223, -0.224, -0.051, -0.194, -0.218, -0.191, -0.103, 0.086, 0.084, 0.085, 0.120, 0.119, 0.123, 0.108, 0.075, 0.124, 0.118, 0.124, 0.110, 0.087, 0.074, 0.085],
  "charge": -1,
  "energy_ev": -40523.705,
  "homo_energy_ev": -3.9,
  "lumo_energy_ev": 2.25,
  "homo_lumo_gap_ev": 6.12
}

***

{
  "formula": "C32H35CdF3N5S3Si",
  "method": "wB97M-V/def2-TZVPD",
  "symbols": ["Cd", "C", "C", "C", "C", "C", "C", "C", "C", "C", "C", "N", "C", "C", "C", "C", "C", "N", "H", "H", "H", "H", "H", "H", "H", "H", "H", "H", "H", "H", "H", "H", "H", "H", "H", "C", "Si", "C", "C", "C", "C", "C", "C", "N", "C", "S", "H", "H", "H", "H", "H", "H", "H", "H", "H", "H", "H", "H", "F", "C", "F", "F", "C", "C", "C", "C", "N", "C", "S", "H", "H", "H", "S", "C", "C", "N", "C", "H", "H", "H"],
  "positions_angstrom": [[11.7390, 12.1575, 11.6615], [12.4350, 15.4373, 14.9542], [11.0895, 14.8715, 14.6466], [10.2004, 15.5971, 13.7366], [10.0865, 17.0271, 13.9051], [9.4461, 17.8222, 13.0324], [9.0173, 17.2550, 11.7896], [9.1571, 15.8757, 11.5207], [8.7888, 15.2916, 10.1830], [8.8374, 16.2955, 9.0163], [9.6501, 15.0454, 12.5785], [9.4702, 13.6702, 12.4192], [9.0756, 12.8595, 13.4165], [9.1795, 11.4891, 13.2962], [8.3782, 10.4872, 13.9381], [8.8650, 9.2795, 13.4683], [9.8718, 9.5446, 12.5407], [10.0944, 10.8605, 12.5098], [12.9546, 14.8668, 15.7409], [12.3981, 16.4808, 15.3162], [13.0574, 15.5839, 14.0475], [10.6772, 14.7173, 15.6726], [11.2048, 13.8863, 14.2118], [10.4473, 17.4402, 14.8766], [9.2658, 18.9161, 13.0727], [8.5326, 17.9251, 11.0868], [7.8635, 14.7561, 10.2713], [9.5911, 14.5316, 9.9342], [7.9040, 16.8291, 8.8933], [9.1564, 15.8229, 8.1136], [9.7406, 17.0196, 9.1349], [8.4266, 13.2462, 14.2180], [7.5703, 10.6568, 14.6301], [8.5494, 8.2391, 13.7339], [10.5576, 8.8477, 12.0781], [16.9267, 12.9471, 16.8336], [16.5609, 12.3985, 15.1432], [17.6217, 11.0597, 14.4863], [16.9225, 13.9073, 14.0049], [14.7451, 11.9653, 15.2172], [14.2167, 11.5033, 16.4673], [12.9027, 11.0685, 16.5591], [12.1535, 10.9971, 15.3726], [12.6194, 11.5000, 14.2716], [13.8926, 11.8558, 14.0874], [14.3745, 12.0633, 12.4429], [17.9918, 13.2684, 16.9150], [16.6794, 12.1697, 17.6003], [16.2737, 13.8262, 17.0586], [18.6560, 11.4387, 14.6116], [17.3744, 10.7684, 13.4623], [17.5720, 10.1969, 15.1139], [16.7691, 13.5653, 12.9553], [18.0075, 14.0885, 14.0933], [16.3850, 14.8515, 14.1707], [14.8794, 11.5576, 17.3468], [12.4397, 10.5442, 17.4486], [11.1593, 10.5296, 15.4018], [11.6458, 14.0944, 5.2640], [11.9816, 14.0704, 6.5668], [11.3375, 15.1341, 7.1634], [13.3566, 14.3734, 6.6843], [11.6426, 12.7470, 7.2214], [11.4642, 11.6344, 6.3580], [11.2481, 10.3967, 6.9284], [11.4255, 10.2795, 8.3198], [11.6444, 11.2814, 9.1889], [11.7431, 12.5436, 8.6661], [11.9723, 13.8372, 9.7832], [11.5846, 11.8021, 5.2207], [10.9871, 9.5166, 6.2672], [11.5245, 9.3146, 8.7898], [13.9506, 6.0908, 10.4436], [14.3979, 7.7181, 10.1264], [13.3502, 8.5504, 10.3803], [12.2890, 7.9781, 10.9551], [12.4328, 6.6849, 11.0595], [15.3816, 7.9618, 9.6682], [13.3375, 9.6586, 10.1851], [11.6278, 6.0488, 11.4528]],
  "lowdin_charge": [1.183, -0.112, -0.252, -0.170, -0.074, -0.118, -0.046, -0.164, -0.227, -0.115, -0.220, 0.043, -0.105, -0.390, -0.072, -0.146, -0.195, -0.067, 0.075, 0.061, 0.091, 0.130, 0.069, 0.114, 0.101, 0.093, 0.102, 0.037, 0.058, 0.030, 0.111, 0.137, 0.085, 0.092, 0.057, -0.210, 0.432, -0.178, -0.198, -0.257, -0.100, -0.095, -0.170, -0.044, -0.840, 0.453, 0.042, 0.029, 0.056, 0.041, 0.035, 0.015, -0.005, 0.017, 0.027, 0.076, 0.106, 0.106, 0.113, -0.524, 0.062, 0.066, -0.124, -0.039, -0.088, -0.148, -0.038, -0.706, 0.554, 0.146, 0.114, 0.079, 0.957, -0.412, -0.298, -0.036, -0.461, 0.080, 0.094, 0.080],
  "charge": -1,
  "energy_ev": -94305.775,
  "homo_energy_ev": -4.6,
  "lumo_energy_ev": 2.17,
  "homo_lumo_gap_ev": 6.80
}